{
  "formula": "C5H15N3O",
  "method": "ωB97M-V/def2-TZVPD",
  "species": ["O", "N", "N", "N", "C", "C", "C", "C", "C", "H", "H", "H", "H", "H", "H", "H", "H", "H", "H", "H", "H", "H", "H", "H"],
  "xyz": [[1.960, -1.122, 1.173], [0.258, 0.155, 1.940], [1.483, 0.237, 1.271], [-1.480, -0.753, -0.484], [-2.261, -1.957, -0.679], [-2.280, 0.431, -0.231], [1.161, 0.648, -1.557], [2.677, 1.883, 0.140], [1.759, 1.068, -0.284], [0.126, -0.754, 2.382], [-2.958, -2.175, 0.147], [3.370, 2.423, -0.484], [0.271, 0.846, 2.689], [0.978, 1.532, -2.172], [-2.851, 0.681, -1.129], [-1.618, 1.268, -0.016], [-2.856, -1.856, -1.590], [2.913, -1.036, 1.050], [-1.590, -2.806, -0.808], [2.719, 1.760, 1.277], [-2.992, 0.313, 0.600], [-0.828, -0.870, 0.283], [0.213, 0.115, -1.420], [1.826, -0.032, -2.100]],
  "lowdin_charge": [-0.071, 0.006, -0.240, -0.212, -0.145, -0.154, -0.071, 0.006, -0.227, 0.088, 0.072, 0.060, 0.087, 0.083, 0.076, 0.062, 0.074, 0.088, 0.074, 0.087, 0.074, 0.052, 0.044, 0.085],
  "lumo_ev": 0.9,
  "e_tot_ev": -11940.67443,
  "smiles": "C=C(C)N(N)O.CNC",
  "total_charge": 0,
  "gap_ev": 8.696,
  "multiplicity": 1
}



{
  "formula": "C5H15N3O",
  "method": "ωB97M-V/def2-TZVPD",
  "species": ["O", "N", "N", "N", "C", "C", "C", "C", "C", "H", "H", "H", "H", "H", "H", "H", "H", "H", "H", "H", "H", "H", "H", "H"],
  "xyz": [[2.277, -0.599, -0.170], [-1.629, -0.011, 1.755], [0.283, -1.848, 2.270], [0.642, -0.541, 1.833], [-0.709, -0.539, -1.039], [1.663, 0.034, -1.058], [-0.366, 0.187, 1.339], [-1.632, 0.557, -1.537], [1.612, 1.543, -1.040], [0.836, -2.061, 3.091], [-2.361, 0.452, 1.241], [-2.569, 0.187, -1.977], [-0.115, 1.142, 0.911], [-1.150, 1.159, -2.313], [1.504, -0.484, 1.240], [-1.927, 1.267, -0.750], [-0.318, -1.120, -1.872], [0.537, -2.506, 1.536], [1.577, 1.928, -0.019], [-1.213, -1.251, -0.383], [-1.831, -0.940, 2.101], [1.565, -0.412, -2.054], [0.780, 1.942, -1.619], [2.543, 1.914, -1.485]],
  "lowdin_charge": [-0.107, 0.126, 0.047, -0.046, -0.206, -0.372, -0.236, -0.217, -0.068, 0.085, 0.098, 0.057, 0.112, 0.050, 0.081, 0.042, 0.029, 0.095, 0.069, 0.018, 0.096, 0.102, 0.060, 0.084],
  "lumo_ev": [0.9, 0.9],
  "e_tot_ev": -11942.18203,
  "total_charge": 0,
  "gap_ev": [7.542, 7.541],
  "multiplicity": 1
}



{
  "formula": "C5H15N3O",
  "method": "ωB97M-V/def2-TZVPD",
  "species": ["O", "N", "N", "N", "C", "C", "C", "C", "C", "H", "H", "H", "H", "H", "H", "H", "H", "H", "H", "H", "H", "H", "H", "H"],
  "xyz": [[-1.313, 0.695, -0.156], [0.307, -3.683, -1.133], [-0.488, 1.259, -1.178], [1.575, -1.017, -1.558], [-1.300, 1.424, 1.127], [1.494, -1.705, -0.336], [0.101, 1.344, 1.726], [-1.752, 2.867, 0.931], [0.943, -2.911, -0.149], [-2.758, 2.893, 0.517], [-1.070, 1.544, -1.963], [0.059, 0.465, -1.527], [0.128, 1.833, 2.698], [-1.087, 3.363, 0.228], [2.380, -0.411, -1.636], [0.811, 1.825, 1.057], [0.341, -4.676, -0.951], [-2.015, 0.895, 1.765], [0.593, -3.492, -2.084], [-1.750, 3.401, 1.878], [1.109, -3.427, 0.784], [0.385, 0.300, 1.844], [1.303, -1.562, -2.366], [2.003, -1.224, 0.483]],
  "lowdin_charge": [-0.209, 0.026, 0.021, 0.023, -0.415, -0.234, -0.069, -0.070, -0.235, 0.074, 0.077, 0.036, 0.075, 0.068, 0.090, 0.070, 0.073, 0.137, 0.060, 0.075, 0.097, 0.063, 0.073, 0.094],
  "lumo_ev": 0.9,
  "e_tot_ev": -11943.72985,
  "smiles": "CC(C)ON.N/C=C\\N",
  "total_charge": 0,
  "gap_ev": 8.288,
  "multiplicity": 1
}



{
  "formula": "C5H15N3O",
  "method": "ωB97M-V/def2-TZVPD",
  "species": ["O", "N", "N", "N", "C", "C", "C", "C", "C", "H", "H", "H", "H", "H", "H", "H", "H", "H", "H", "H", "H", "H", "H", "H"],
  "xyz": [[0.183, 0.357, 1.371], [-0.124, 1.292, -0.751], [2.487, 0.480, -0.346], [1.669, 2.625, 0.151], [-0.752, 0.525, 0.288], [1.653, 1.533, -0.710], [-0.177, -1.715, -0.789], [-1.996, -1.602, 0.938], [-1.287, -0.852, -0.190], [2.324, 0.169, 0.603], [-0.312, 0.052, 2.137], [-0.466, 0.983, -1.656], [-1.283, -1.935, 1.694], [0.718, 3.037, 0.009], [0.280, -1.223, -1.648], [-2.496, -2.491, 0.554], [-1.622, 1.084, 0.695], [-2.746, -0.972, 1.419], [1.684, 2.324, 1.120], [1.789, 1.825, -1.752], [-0.577, -2.673, -1.123], [-2.023, -0.628, -0.971], [0.595, -1.903, -0.042], [2.480, -0.290, -0.999]],
  "lowdin_charge": [-0.056, 0.007, 0.076, 0.031, -0.437, -0.406, -0.077, -0.080, -0.380, 0.077, 0.088, 0.069, 0.076, 0.096, 0.064, 0.078, 0.138, 0.078, 0.070, 0.125, 0.077, 0.135, 0.076, 0.078],
  "lumo_ev": 0.7,
  "e_tot_ev": -11945.16994,
  "smiles": "CC(C)[C@@H](O)NC(N)N",
  "total_charge": 0,
  "gap_ev": 8.848,
  "multiplicity": 1
}



{
  "formula": "C5H15N3O3P",
  "method": "ωB97M-V/def2-TZVPD",
  "species": ["P", "O", "O", "O", "N", "N", "N", "C", "C", "C", "C", "C", "H", "H", "H", "H", "H", "H", "H", "H", "H", "H", "H", "H", "H", "H", "H"],
  "xyz": [[0.209, -0.807, -0.523], [-0.487, 0.012, -1.669], [-0.262, -2.237, -0.740], [1.717, -0.675, -0.727], [-2.858, -0.764, 0.031], [-0.278, -0.361, 1.011], [-2.853, -0.345, 2.415], [-3.025, -0.524, 1.228], [-0.745, 2.401, -1.389], [-0.012, 1.330, -2.128], [2.576, -0.363, 1.494], [2.794, -0.945, 0.107], [3.702, -0.266, 1.884], [2.864, -2.160, 0.115], [2.231, 0.637, 1.455], [3.750, -0.516, -0.347], [-3.338, -0.345, -0.708], [-0.217, 1.356, -3.229], [-1.890, 2.303, -1.145], [-1.190, 0.162, 0.943], [-1.251, -2.289, -0.693], [1.964, -0.970, 2.058], [1.194, 1.372, -1.986], [-3.251, -0.874, 3.159], [-0.656, 3.360, -1.962], [-0.296, 2.466, -0.449], [-0.391, -0.960, 1.798]],
  "lowdin_charge": [0.499, -0.179, -0.039, -0.167, 0.149, -0.001, 0.199, -0.346, -0.092, -0.222, -0.089, -0.258, 0.145, 0.180, 0.062, 0.147, 0.075, 0.135, 0.124, 0.046, 0.115, 0.032, 0.172, 0.094, 0.105, 0.043, 0.072],
  "lumo_ev": -2.7,
  "e_tot_ev": -25323.90994,
  "total_charge": 1,
  "gap_ev": 11.703,
  "multiplicity": 1
}



{
  "formula": "C5H15N6O2",
  "method": "ωB97M-V/def2-TZVPD",
  "species": ["O", "O", "N", "N", "N", "N", "N", "N", "C", "C", "C", "C", "C", "H", "H", "H", "H", "H", "H", "H", "H", "H", "H", "H", "H", "H", "H", "H"],
  "xyz": [[-2.300, 1.035, 3.562], [3.599, 1.394, 2.304], [0.466, 2.112, 0.131], [2.554, 1.265, 1.735], [-1.709, 0.764, 2.539], [-1.607, -0.980, 0.582], [1.567, 0.629, 2.138], [-1.144, 1.687, 1.721], [-0.294, -0.275, -1.408], [-0.326, 1.278, 0.674], [-0.391, -0.265, 0.212], [0.537, -1.614, -3.430], [-0.009, -1.697, -1.965], [-2.148, -0.644, 1.475], [-0.853, -2.254, -1.823], [0.435, 3.050, 0.523], [1.635, 0.217, 3.097], [0.735, -2.241, -1.454], [2.289, 1.678, 0.842], [0.441, -2.655, -3.683], [-1.224, 2.704, 1.903], [-0.117, -1.008, -3.995], [1.530, -1.261, -3.518], [0.578, -0.709, 0.776], [-1.287, -1.877, 0.886], [-2.378, -0.906, -0.104], [-1.075, 0.252, -1.961], [0.495, 0.321, -1.758]],
  "lowdin_charge": [0.058, 0.048, 0.137, -0.264, -0.126, 0.176, 0.072, 0.085, -0.136, -0.379, -0.192, -0.056, -0.233, 0.168, 0.064, 0.087, 0.124, 0.095, 0.134, 0.077, 0.182, 0.063, 0.072, 0.180, 0.161, 0.189, 0.129, 0.083],
  "lumo_ev": -4.2,
  "e_tot_ev": -18450.37548,
  "total_charge": 1,
  "gap_ev": 9.342,
  "multiplicity": 1
}



{
  "formula": "C5H15NO",
  "method": "ωB97M-V/def2-TZVPD",
  "species": ["O", "N", "C", "C", "C", "C", "C", "H", "H", "H", "H", "H", "H", "H", "H", "H", "H", "H", "H", "H", "H", "H"],
  "xyz": [[-1.991, 3.316, 1.679], [-0.709, -0.171, 0.290], [-0.214, -0.901, -0.904], [1.127, -0.740, 1.925], [1.288, -0.808, -1.387], [-1.014, -0.415, -2.147], [0.289, 0.350, 1.135], [-1.991, 2.775, 2.468], [2.196, -0.523, 1.920], [-0.920, 0.645, -2.402], [-1.809, 2.838, 0.867], [1.513, 0.010, -2.087], [-2.069, -0.668, -1.967], [-1.305, 0.551, -0.108], [0.665, -1.100, 2.831], [1.429, -1.709, 1.329], [1.087, 0.894, 0.643], [1.776, -1.744, -1.797], [1.891, -0.617, -0.494], [-0.089, 1.003, 1.952], [-0.401, -1.963, -0.708], [-0.750, -1.022, -3.042]],
  "lowdin_charge": [-0.053, -0.052, -0.405, -0.097, -0.078, -0.094, -0.313, 0.029, 0.058, 0.078, 0.018, 0.073, 0.072, 0.086, 0.053, 0.093, 0.089, 0.095, 0.030, 0.107, 0.124, 0.085],
  "lumo_ev": 0.8,
  "e_tot_ev": -8964.36943,
  "smiles": "CCNC(C)C.O",
  "total_charge": 0,
  "gap_ev": 9.762,
  "multiplicity": 1
}



{
  "formula": "C5H15NO",
  "method": "ωB97M-V/def2-TZVPD",
  "species": ["O", "N", "C", "C", "C", "C", "C", "H", "H", "H", "H", "H", "H", "H", "H", "H", "H", "H", "H", "H", "H", "H"],
  "xyz": [[-4.740, 0.677, -1.204], [-0.404, -1.502, 1.419], [1.252, -0.967, -0.367], [1.011, -1.495, 1.073], [2.429, 1.208, -0.920], [0.452, 1.351, 0.609], [1.085, 0.571, -0.541], [3.213, 0.923, -0.228], [-4.926, 0.437, -2.120], [-0.575, 1.067, 0.846], [2.712, 0.891, -1.926], [0.497, -1.443, -0.996], [2.324, 2.290, -1.001], [-0.542, -0.968, 2.269], [2.249, -1.236, -0.695], [0.400, 2.395, 0.284], [-5.581, 0.553, -0.754], [1.613, -0.849, 1.702], [-0.752, -2.444, 1.539], [0.974, 1.379, 1.567], [0.396, 0.746, -1.375], [1.423, -2.484, 1.064]],
  "lowdin_charge": [-0.062, 0.002, -0.171, -0.288, -0.093, -0.106, -0.419, 0.076, 0.032, 0.067, 0.075, 0.104, 0.070, 0.064, 0.094, 0.072, 0.029, 0.101, 0.064, 0.073, 0.125, 0.093],
  "lumo_ev": 1.0,
  "e_tot_ev": -8965.49579,
  "smiles": "CC(C)CCN.O",
  "total_charge": 0,
  "gap_ev": 9.971,
  "multiplicity": 1
}



{
  "formula": "C5H15NO",
  "method": "ωB97M-V/def2-TZVPD",
  "species": ["O", "N", "C", "C", "C", "C", "C", "H", "H", "H", "H", "H", "H", "H", "H", "H", "H", "H", "H", "H", "H", "H"],
  "xyz": [[2.892, 2.469, 0.766], [-1.434, 0.012, -0.252], [-0.517, 0.999, -0.794], [-0.881, -1.335, -0.116], [0.160, -1.348, 0.985], [0.612, -2.720, 1.499], [-1.049, 1.866, -1.933], [-0.109, 1.552, 0.055], [-1.875, 1.436, -2.507], [0.963, -0.663, 0.777], [3.134, 3.403, 0.783], [-1.680, -2.020, 0.172], [-1.403, 2.849, -1.607], [-0.529, -1.566, -1.133], [1.624, -2.930, 1.183], [0.059, -3.478, 0.927], [-0.245, 2.083, -2.638], [0.443, -2.871, 2.550], [2.200, 2.419, 1.434], [-0.331, -0.799, 1.800], [-2.350, 0.136, -0.645], [0.317, 0.506, -1.307]],
  "lowdin_charge": [-0.065, -0.109, -0.301, -0.252, -0.260, -0.096, -0.095, 0.100, 0.071, 0.088, 0.035, 0.115, 0.065, 0.115, 0.062, 0.068, 0.066, 0.061, 0.027, 0.108, 0.094, 0.104],
  "lumo_ev": 0.8,
  "e_tot_ev": -8965.00585,
  "smiles": "CCCNCC.O",
  "total_charge": 0,
  "gap_ev": 9.110,
  "multiplicity": 1
}



{
  "formula": "C5H15NO",
  "method": "ωB97M-V/def2-TZVPD",
  "species": ["O", "N", "C", "C", "C", "C", "C", "H", "H", "H", "H", "H", "H", "H", "H", "H", "H", "H", "H", "H", "H", "H"],
  "xyz": [[3.328, -2.545, 1.546], [0.296, -0.747, 1.412], [-0.817, 2.195, -1.817], [-0.527, 0.711, -2.079], [-1.034, -1.066, 2.036], [0.250, 0.186, 0.281], [-0.799, -0.028, -0.794], [-0.890, -1.664, 2.916], [-1.689, -1.567, 1.322], [3.027, -1.640, 1.461], [-0.917, 2.801, -2.727], [0.163, 1.220, 0.666], [-1.458, -0.027, 2.344], [-0.079, 2.627, -1.143], [-1.803, 0.251, -0.467], [-0.993, 0.416, -3.068], [3.909, -2.829, 0.841], [-1.763, 2.395, -1.284], [1.264, 0.064, -0.133], [-0.776, -1.117, -1.022], [0.493, 0.738, -2.497], [0.815, -0.373, 2.205]],
  "lowdin_charge": [-0.060, -0.146, -0.137, -0.276, -0.118, -0.264, -0.236, 0.059, 0.064, 0.008, 0.070, 0.110, 0.102, 0.061, 0.108, 0.120, 0.028, 0.074, 0.115, 0.123, 0.104, 0.094],
  "lumo_ev": 0.9,
  "e_tot_ev": -8964.75505,
  "smiles": "CCCCNC.O",
  "total_charge": 0,
  "gap_ev": 9.580,
  "multiplicity": 1
}



- Look up the multiplicity of the second one.
  1